ORCA calculation (ωB97M-V/def2-TZVPD) on a 3-piece molecular cluster, C30H48FN3O6S overall.

Computed properties:
HOMO level (eV): -8.215
Strongest force on any atom (hartree/bohr): 0.1826
Frontier orbital gap (eV): 7.75
LUMO level (Ha): -0.0170

Each line ends with the Löwdin charge.
Geometry (Å):
C -5.50 -1.25 6.22  -0.11
C -6.39 -0.03 5.53  -0.25
O -7.70 -0.56 5.12  -0.24
C -8.74 0.48 5.07  -0.20
C -9.45 0.63 3.57  -0.16
C -8.28 0.72 2.41  -0.13
C -7.80 2.21 1.83  -0.02
C -6.57 2.25 0.70  -0.06
C -5.92 0.81 0.21  -0.38
C -6.43 -0.68 0.79  -0.18
C -7.64 -0.72 1.90  0.05
N -5.81 -1.96 0.30  -0.06
C -4.30 -1.96 0.38  -0.16
C -3.49 -3.22 1.12  0.00
C -1.84 -3.19 1.21  -0.05
C -1.00 -1.93 0.51  0.00
C -1.77 -0.68 -0.22  -0.14
C -1.02 0.64 -0.91  -0.09
C 0.24 1.02 0.08  -0.19
O 1.44 0.50 -0.23  -0.02
F 0.02 1.87 1.30  -0.02
C -3.41 -0.70 -0.27  -0.32
S -4.48 0.69 -1.04  0.79
H -6.17 -2.12 6.65  0.09
H -4.90 -0.75 7.12  0.08
H -4.66 -1.67 5.49  0.08
H -5.82 0.34 4.58  0.13
H -6.48 0.81 6.37  0.13
H -8.37 1.52 5.47  0.12
H -9.60 0.13 5.81  0.13
H -10.27 -0.19 3.37  0.12
H -10.03 1.67 3.58  0.12
H -8.30 3.21 2.24  0.10
H -6.18 3.29 0.28  0.10
H -8.01 -1.76 2.30  0.11
H -6.01 -1.97 -0.75  0.13
H -4.17 -4.05 1.59  0.09
H -1.22 -4.05 1.75  0.09
H 0.17 -1.89 0.55  0.09
H -0.69 0.43 -2.04  0.15
H -1.73 1.59 -0.91  0.11
C 4.74 4.37 -6.14  -0.12
O 3.87 3.24 -6.11  -0.20
C 4.42 2.12 -5.40  -0.20
C 3.69 1.91 -4.07  -0.20
N 4.00 2.97 -3.11  -0.05
C 3.11 2.99 -1.94  -0.18
C 1.60 3.21 -2.18  -0.22
O 1.27 4.52 -2.65  -0.18
C 1.44 4.70 -4.05  -0.10
H 4.34 5.08 -6.87  0.09
H 4.77 4.87 -5.17  0.07
H 5.75 4.09 -6.46  0.09
H 5.51 2.22 -5.26  0.12
H 4.25 1.25 -6.04  0.12
H 3.99 0.94 -3.64  0.12
H 2.62 1.86 -4.29  0.10
H 3.93 3.87 -3.58  0.06
H 3.47 3.81 -1.30  0.12
H 3.26 2.07 -1.37  0.10
H 1.11 3.11 -1.21  0.10
H 1.16 2.44 -2.82  0.10
H 1.22 3.79 -4.62  0.09
H 2.45 5.06 -4.26  0.07
H 0.75 5.48 -4.38  0.09
C 7.48 -4.78 0.88  -0.12
O 6.22 -4.58 1.50  -0.20
C 6.18 -3.43 2.35  -0.20
C 5.32 -2.32 1.72  -0.21
N 5.98 -1.73 0.54  -0.05
C 5.09 -0.89 -0.28  -0.19
C 3.85 -1.55 -0.91  -0.22
O 4.14 -2.51 -1.93  -0.18
C 4.49 -3.80 -1.44  -0.10
H 7.49 -5.79 0.44  0.09
H 7.65 -4.06 0.08  0.07
H 8.30 -4.73 1.61  0.09
H 7.18 -3.06 2.60  0.12
H 5.70 -3.74 3.28  0.12
H 5.14 -1.53 2.46  0.12
H 4.36 -2.76 1.45  0.10
H 6.33 -2.48 -0.05  0.06
H 5.71 -0.50 -1.09  0.12
H 4.78 -0.03 0.32  0.12
H 3.28 -0.76 -1.40  0.09
H 3.17 -1.98 -0.16  0.10
H 3.95 -4.06 -0.53  0.09
H 5.56 -3.86 -1.29  0.07
H 4.23 -4.53 -2.22  0.09



ORCA calculation (ωB97M-V/def2-TZVPD) on a 16-piece molecular cluster, C30H48IN15P overall.

Computed properties:
Total charge: +1
Energy relative to the best compared isomer or geometry (same formula, charge and spin) (kcal per mole): 0.0
HOMO level (eV): -12.535
Strongest force on any atom (hartree/bohr): 0.0328
Frontier orbital gap (eV): 7.27
LUMO level (Ha): -0.1933

Each line ends with the Löwdin charge.
Geometry (Å):
P 3.13 3.50 0.67  0.53
I 3.67 1.23 0.03  0.58
H 2.74 4.27 -0.46  -0.08
H 2.07 3.55 1.59  -0.04
H 4.24 4.07 1.31  -0.07
C -0.54 0.39 0.62  -0.05
C -0.02 1.67 0.13  -0.27
N 0.39 2.67 -0.26  0.11
H -1.63 0.38 0.57  0.07
H -0.15 -0.42 0.01  0.09
H -0.24 0.25 1.66  0.07
C -1.63 5.49 -1.19  -0.10
C -3.08 5.57 -1.40  -0.29
N -4.20 5.63 -1.58  0.13
H -1.11 5.47 -2.15  0.05
H -1.29 6.36 -0.63  0.07
H -1.38 4.59 -0.63  0.04
C -1.49 -3.64 2.31  -0.06
C -2.20 -2.53 1.68  -0.26
N -2.76 -1.67 1.17  0.15
H -0.54 -3.30 2.71  0.04
H -2.09 -4.05 3.12  0.09
H -1.31 -4.42 1.57  0.07
C -5.80 0.22 2.05  -0.09
C -6.13 1.34 2.94  -0.28
N -6.38 2.21 3.64  0.12
H -5.79 0.56 1.02  0.05
H -4.81 -0.17 2.30  0.05
H -6.54 -0.57 2.16  0.07
C -2.03 -6.41 -1.49  -0.08
C -0.63 -6.04 -1.29  -0.30
N 0.47 -5.75 -1.15  0.12
H -2.53 -6.48 -0.52  0.08
H -2.53 -5.66 -2.10  0.08
H -2.09 -7.38 -1.99  0.07
C 2.12 -0.63 3.64  -0.09
C 0.80 -1.14 4.01  -0.27
N -0.23 -1.53 4.30  0.16
H 2.14 0.45 3.75  0.04
H 2.88 -1.08 4.29  0.02
H 2.33 -0.89 2.60  0.06
C 3.96 6.94 -2.19  -0.06
C 2.66 6.42 -1.78  -0.28
N 1.64 6.02 -1.47  0.14
H 3.97 8.03 -2.08  0.09
H 4.76 6.51 -1.57  0.01
H 4.14 6.69 -3.23  0.09
C -4.86 -6.45 -4.82  -0.06
C -4.81 -7.55 -3.86  -0.29
N -4.77 -8.42 -3.12  0.13
H -4.09 -5.72 -4.59  0.07
H -4.69 -6.83 -5.83  0.09
H -5.84 -5.97 -4.78  0.08
C 2.43 -7.32 -4.16  -0.07
C 0.98 -7.22 -4.35  -0.29
N -0.15 -7.14 -4.49  0.13
H 2.92 -7.32 -5.13  0.08
H 2.78 -6.48 -3.57  0.08
H 2.66 -8.25 -3.64  0.08
C 2.05 -1.20 8.01  -0.05
C 2.91 -1.57 6.89  -0.25
N 3.59 -1.86 6.02  0.13
H 1.10 -1.72 7.93  0.09
H 2.53 -1.48 8.95  0.09
H 1.87 -0.13 8.01  0.07
C -7.47 -3.00 0.01  -0.06
C -6.92 -1.73 -0.47  -0.28
N -6.49 -0.74 -0.83  0.14
H -8.56 -2.98 -0.06  0.09
H -7.09 -3.82 -0.60  0.08
H -7.18 -3.17 1.04  0.08
C 3.91 2.87 5.28  -0.06
C 2.59 2.35 5.62  -0.28
N 1.56 1.95 5.90  0.16
H 3.92 3.96 5.40  0.09
H 4.66 2.43 5.92  0.09
H 4.14 2.63 4.24  0.06
C -1.30 4.16 -5.37  -0.06
C 0.10 4.56 -5.17  -0.29
N 1.19 4.87 -5.02  0.12
H -1.81 4.12 -4.41  0.07
H -1.79 4.88 -6.01  0.09
H -1.33 3.18 -5.84  0.08
C 7.74 4.08 0.82  -0.05
C 6.95 5.13 0.18  -0.25
N 6.33 5.95 -0.32  0.15
H 8.66 4.51 1.22  0.09
H 7.17 3.63 1.64  0.07
H 7.99 3.31 0.10  0.09
C 1.58 0.89 -3.66  -0.08
C 1.55 -0.38 -4.38  -0.28
N 1.53 -1.38 -4.94  0.14
H 2.11 0.76 -2.72  0.01
H 2.09 1.64 -4.26  0.08
H 0.57 1.23 -3.46  0.08



ORCA calculation (ωB97M-V/def2-TZVPD) on C30H48MoN8O7S4 as an isolated structure.

Computed properties:
Total charge: +4
HOMO level (spin up / spin down) (eV): -19.045 / -18.956
Strongest force on any atom (hartree/bohr): 0.0089
Frontier orbital gap (spin up / spin down) (eV): 5.87 / 5.66
LUMO level (spin up / spin down) (Ha): -0.4842 / -0.4885

Each line ends with the Löwdin charge.
Geometry (Å):
Mo 0.00 -0.12 -0.05  1.75
C -3.29 1.69 -2.15  0.02
N -2.62 2.78 -1.43  -0.08
C -3.31 4.09 -1.52  0.03
C -1.54 2.59 -0.70  -0.38
N -1.31 1.31 -0.17  -0.16
C -2.31 0.56 0.46  -0.27
C -3.13 1.13 1.46  0.00
C -4.26 0.48 1.86  0.01
C -4.58 -0.78 1.28  0.03
C -3.74 -1.40 0.40  0.01
C -2.55 -0.77 -0.02  -0.21
N -1.55 -1.25 -0.85  -0.01
C -1.60 -2.56 -1.40  -0.30
N -2.13 -3.60 -0.75  -0.09
C -2.74 -4.72 -1.49  0.02
C -2.12 -3.83 0.70  -0.02
N -1.11 -2.72 -2.62  -0.10
C -1.11 -1.68 -3.64  -0.02
C -0.46 -3.98 -3.03  0.01
N -0.67 3.55 -0.41  -0.10
C -0.41 4.67 -1.33  0.01
C 0.16 3.50 0.79  0.00
H -3.57 2.06 -3.13  0.12
H -4.20 1.39 -1.62  0.12
H -2.62 0.85 -2.27  0.06
H -4.38 3.89 -1.44  0.12
H -3.12 4.57 -2.47  0.12
H -3.01 4.73 -0.70  0.10
H -2.89 2.12 1.84  0.14
H -4.93 0.92 2.58  0.14
H -5.52 -1.25 1.55  0.15
H -4.03 -2.35 -0.03  0.12
H -3.00 -4.41 -2.50  0.11
H -3.66 -4.99 -0.96  0.12
H -2.09 -5.59 -1.53  0.12
H -1.74 -2.97 1.24  0.07
H -1.49 -4.69 0.91  0.11
H -3.13 -4.05 1.03  0.11
H -1.78 -0.87 -3.36  0.07
H -1.46 -2.11 -4.57  0.12
H -0.10 -1.29 -3.78  0.05
H -0.18 -4.56 -2.16  0.10
H 0.45 -3.70 -3.57  0.11
H -1.09 -4.56 -3.70  0.11
H -0.86 5.60 -0.98  0.12
H -0.77 4.44 -2.32  0.10
H 0.67 4.81 -1.37  0.11
H -0.32 2.89 1.55  0.05
H 0.27 4.52 1.17  0.13
H 1.15 3.09 0.59  0.09
O 3.87 1.27 1.14  -0.20
S 3.30 0.14 0.52  0.64
O 3.60 -0.23 -0.82  -0.23
O 1.68 0.46 0.53  -0.57
C 3.46 -1.30 1.52  -0.27
C 4.53 -1.29 2.38  0.00
C 4.89 -2.45 3.07  0.03
C 4.17 -3.62 2.87  0.02
C 3.07 -3.63 2.02  0.00
C 2.72 -2.47 1.33  -0.24
S 1.20 -2.55 0.48  0.66
O 0.22 -1.65 1.27  -0.46
O 0.77 -3.88 0.34  -0.19
O 1.20 -1.74 -0.79  -0.41
H 5.11 -0.38 2.52  0.14
H 5.73 -2.44 3.74  0.14
H 4.45 -4.53 3.38  0.14
H 2.50 -4.53 1.88  0.13
O 1.66 0.01 3.11  -0.45
S 0.29 0.57 3.16  0.93
C -0.76 -0.39 4.29  -0.27
C -1.50 0.65 5.11  -0.21
C -0.47 1.71 5.49  -0.19
C 0.29 2.06 4.22  -0.25
H -0.06 -0.97 4.89  0.12
H -1.39 -1.07 3.71  0.09
H -1.96 0.18 5.99  0.14
H -2.32 1.10 4.53  0.11
H 0.22 1.32 6.24  0.13
H -0.94 2.60 5.92  0.13
H 1.35 2.28 4.36  0.12
H -0.16 2.89 3.67  0.08
S 0.48 0.94 -2.22  0.84
C 2.19 1.22 -2.62  -0.66
N 2.73 0.51 -3.57  0.07
C 4.10 0.74 -4.08  -0.10
C 4.48 2.20 -3.86  -0.12
C 4.21 2.60 -2.42  -0.11
N 2.81 2.25 -2.08  0.06
H 2.20 -0.26 -3.95  0.14
H 4.11 0.49 -5.13  0.14
H 4.77 0.07 -3.55  0.14
H 3.91 2.84 -4.54  0.14
H 5.53 2.34 -4.09  0.14
H 4.32 3.67 -2.28  0.14
H 4.87 2.09 -1.73  0.13
H 2.34 2.74 -1.33  0.12



ORCA calculation (ωB97M-V/def2-TZVPD) on C30H48P2SnTe as an isolated structure.

Computed properties:
Total charge: +2
Energy relative to the best compared isomer or geometry (same formula, charge and spin) (kcal per mole): 6.0
HOMO level (spin up / spin down) (eV): -12.113 / -11.919
Strongest force on any atom (hartree/bohr): 0.0677
Frontier orbital gap (spin up / spin down) (eV): 3.46 / 5.32
LUMO level (spin up / spin down) (Ha): -0.3180 / -0.2424

Each line ends with the Löwdin charge.
Geometry (Å):
Sn -1.43 1.81 1.09  1.46
C 0.58 0.47 3.48  -0.17
C 1.67 0.99 2.71  -0.18
C 0.02 2.60 2.68  -0.57
C -0.45 1.43 3.47  -0.37
C 1.31 2.21 2.13  -0.27
C 0.62 -0.71 4.36  -0.02
H 1.55 -1.29 4.21  0.08
H -0.22 -1.39 4.17  -0.01
H 0.58 -0.43 5.43  0.12
C -1.67 1.36 4.30  -0.08
H -2.01 0.32 4.46  0.02
H -2.49 1.92 3.81  0.07
H -1.49 1.79 5.30  0.11
C -0.28 4.02 3.05  -0.06
H 0.16 4.25 4.04  0.11
H -1.36 4.26 3.12  0.08
H 0.18 4.74 2.36  0.09
C 2.23 3.06 1.35  -0.04
H 2.88 3.70 1.99  0.11
H 1.69 3.72 0.66  0.09
H 2.92 2.46 0.73  0.08
C 3.06 0.48 2.75  -0.02
H 3.71 1.15 3.34  0.11
H 3.48 0.41 1.74  0.06
H 3.11 -0.51 3.21  0.07
C -0.04 -2.27 0.25  -0.11
C 0.99 -2.58 1.03  -0.09
C 2.47 -2.53 0.74  -0.16
C 2.88 -1.95 -0.64  -0.18
C 2.67 -0.49 -0.69  -0.11
C 1.53 0.18 -0.95  -0.11
C 0.13 -0.30 -1.32  -0.22
C -0.07 -1.82 -1.18  -0.21
H 2.89 -3.55 0.79  0.13
H 2.37 -2.48 -1.45  0.10
H 2.95 -1.99 1.58  0.10
H 0.64 -2.35 -1.82  0.08
H -1.04 -2.38 0.70  0.07
H 0.75 -3.20 1.93  0.11
H -1.07 -2.08 -1.60  0.11
H -0.65 0.22 -0.69  -0.04
H 1.60 1.28 -0.90  0.09
H -0.10 0.04 -2.36  0.08
H 3.97 -2.13 -0.76  0.12
H 3.56 0.10 -0.44  0.11
P -0.87 -0.30 -5.18  0.93
P -0.68 2.37 -6.49  0.94
C -0.93 -0.35 -7.07  -0.40
C -1.32 1.01 -7.62  -0.42
H -1.62 -1.13 -7.40  0.09
H 0.07 -0.63 -7.42  0.08
H -0.96 1.18 -8.65  0.10
H -2.41 1.13 -7.62  0.09
C -1.38 3.76 -7.48  -0.27
H -0.98 4.70 -7.09  0.05
H -2.46 3.78 -7.34  0.05
H -1.16 3.68 -8.55  0.07
C 1.03 2.43 -7.21  -0.26
H 1.01 2.38 -8.31  0.07
H 1.64 1.61 -6.82  0.04
H 1.50 3.36 -6.89  0.05
C -2.35 -1.36 -4.87  -0.25
H -2.38 -1.61 -3.80  0.04
H -2.31 -2.27 -5.48  0.07
H -3.25 -0.78 -5.11  0.05
C 0.47 -1.55 -4.96  -0.24
H 1.41 -1.15 -5.35  0.05
H 0.23 -2.50 -5.47  0.07
H 0.61 -1.74 -3.88  0.02
Te -2.63 -2.45 3.61  0.94
C -2.53 -2.46 5.69  -0.70
C -3.39 -1.67 6.50  -0.15
C -3.14 -1.57 7.88  -0.07
C -2.07 -2.29 8.46  -0.06
C -1.25 -3.11 7.66  -0.07
C -1.49 -3.22 6.28  -0.16
H -4.20 -1.14 6.00  0.09
H -3.77 -0.94 8.52  0.11
H -1.88 -2.22 9.54  0.11
H -0.43 -3.67 8.12  0.11
H -0.89 -3.83 5.62  0.08